22
Properties=species:S:1:pos:R:3:nbo_charge:R:1 method="wB97M-V/def2-TZVPD" total_charge=0 molar_mass_g_mol=148.16 gap_ev="8.46 / 8.13" energy_ev=-14600.7211 lumo_energy_ev="0.49 / 0.45" e_above_lowest_kj_mol=626.3
O 2.124 0.210 0.170 -0.540
O 0.030 3.266 1.007 -0.942
O 0.414 -2.586 0.481 -0.514
O -1.392 0.582 0.366 -0.545
C 2.259 0.443 -1.200 -0.142
C -1.190 -0.767 0.052 -0.068
C 1.379 -0.830 0.001 0.342
C 0.107 -1.197 0.715 0.022
C 1.670 -2.289 -0.163 -0.138
C -2.547 1.125 -0.224 -0.243
H 0.719 2.774 1.510 0.474
H -2.506 1.041 -1.324 0.172
H 0.094 -0.951 1.790 0.193
H 2.858 -0.248 -1.800 0.183
H -1.115 -0.915 -1.041 0.174
H 2.544 -2.653 0.401 0.183
H 1.710 1.340 -1.495 0.201
H -2.015 -1.399 0.428 0.171
H 1.713 -2.667 -1.196 0.192
H -0.806 2.922 1.331 0.468
H -2.594 2.185 0.053 0.190
H -3.456 0.615 0.138 0.168

81
Properties=species:S:1:pos:R:3:mulliken_spin:R:1 method="wB97M-V/def2-TZVPD" total_charge=+2 molar_mass_g_mol=673.55 multiplicity=2 gap_ev="5.51 / 3.30" energy_ev=-180568.5704 lumo_energy_ev="-6.74 / -8.96" e_above_lowest_kj_mol=49.7
Br -2.694 -4.524 -1.244 0.001
Cu 0.613 0.592 0.965 0.012
Cl -4.699 1.225 2.301 0.000
P 1.613 1.366 -0.787 -0.004
P -2.672 -0.064 -2.812 0.673
N -0.822 1.528 1.834 -0.003
N 3.900 -3.333 5.210 0.000
C 0.943 -3.054 -0.028 0.000
C 3.515 -2.269 3.093 0.000
C -0.004 -3.903 -0.601 0.002
C -0.737 -1.502 -4.149 0.041
C -3.422 2.479 -2.235 0.019
C 1.500 -1.037 1.404 -0.001
C -2.872 3.246 2.420 0.001
C 0.595 -2.160 0.996 0.000
C 3.222 1.722 0.022 0.000
C -3.117 1.876 2.269 -0.003
C 0.814 2.949 -1.148 0.003
C 1.769 3.964 -1.761 0.000
C -1.353 -3.862 -0.174 -0.003
C 2.707 -0.734 -2.373 0.000
C -2.049 0.999 2.049 0.002
C 1.595 -0.704 2.783 0.000
C 2.229 -1.611 5.030 0.000
C -0.540 2.819 2.069 0.001
C 3.112 2.525 1.317 0.000
C 2.460 -1.471 3.630 0.000
C 4.174 -3.193 3.915 0.000
C 2.950 -2.567 5.756 0.000
C -4.813 -1.921 -2.976 0.009
C -1.559 3.714 2.371 -0.001
C -4.068 -0.960 -2.030 0.059
C -1.168 -1.103 -2.733 0.059
C -2.516 1.365 -1.709 0.066
C -0.658 -2.337 1.585 0.002
C 2.026 0.641 -2.400 0.001
C -1.644 -3.138 1.007 0.001
H 2.783 3.558 1.133 0.000
H 2.429 2.074 2.056 0.000
H -1.384 -1.987 -2.116 0.005
H 0.362 3.312 -0.210 0.000
H -1.462 1.671 -1.708 -0.024
H -3.676 -1.483 -1.141 0.039
H -3.705 3.914 2.591 0.000
H 1.091 0.595 -2.986 -0.001
H 3.685 -0.686 -1.870 0.000
H -2.618 -3.192 1.473 0.000
H 3.665 0.732 0.216 0.000
H 1.166 4.722 -2.275 0.000
H -0.025 2.736 -1.829 -0.008
H 2.691 1.378 -2.882 0.000
H -2.184 -0.085 2.022 0.002
H -2.797 1.073 -0.688 0.047
H 4.958 -3.825 3.492 0.000
H 3.804 2.243 -0.750 0.000
H 2.882 -1.051 -3.412 0.000
H 0.904 -0.032 3.275 0.000
H 0.515 3.112 1.988 0.000
H 1.469 -1.021 5.548 0.000
H -1.532 -2.054 -4.664 0.000
H -5.456 -1.362 -3.673 -0.002
H 0.300 -4.574 -1.401 0.000
H 2.375 4.457 -0.991 0.000
H 2.770 -2.718 6.825 0.000
H -3.459 2.480 -3.331 -0.007
H 0.149 -2.146 -4.123 0.000
H 2.434 -0.999 0.830 0.000
H -4.126 -2.551 -3.557 0.001
H -3.071 3.462 -1.912 0.002
H 4.105 2.559 1.781 0.000
H -5.466 -2.578 -2.383 0.000
H -0.379 -0.522 -2.226 0.015
H -4.774 -0.176 -1.698 -0.004
H 3.805 -2.187 2.044 0.000
H 2.096 -1.507 -1.879 0.001
H 2.438 3.499 -2.498 0.000
H -1.274 4.748 2.537 0.000
H -0.860 -1.796 2.513 0.000
H -4.449 2.355 -1.880 0.000
H -0.490 -0.629 -4.767 -0.003
H 1.983 -3.086 -0.337 0.001

57
Properties=species:S:1:pos:R:3:mulliken_spin:R:1 method="wB97M-V/def2-TZVPD" total_charge=+1 molar_mass_g_mol=700.36 multiplicity=3 gap_ev="6.72 / 7.64" energy_ev=-115258.5287 lumo_energy_ev="-4.44 / -3.96" e_above_lowest_kj_mol=0.0
W -0.020 1.304 -0.375 2.320
As -0.055 -1.154 -0.339 -0.576
Si 0.668 -2.680 -2.026 0.039
Si -1.464 -1.985 1.408 0.039
F -1.618 2.322 -2.880 -0.001
F -1.461 0.197 -2.931 0.019
F -2.325 1.164 -1.124 0.020
O 1.881 0.658 3.160 0.018
O -0.759 2.051 3.574 0.003
N -1.071 3.220 0.252 0.026
N 0.535 1.798 1.620 0.031
N 2.139 1.277 -0.292 -0.009
C -2.872 5.008 1.367 0.008
C -1.680 4.137 -0.508 -0.005
C -2.214 -3.567 0.763 -0.009
C 2.961 1.297 -1.346 0.023
C -1.275 1.259 -2.133 0.028
C -2.570 5.057 0.017 -0.007
C -2.740 -0.641 1.652 0.021
C 1.635 -4.001 -1.132 -0.006
C 2.646 1.050 0.937 0.023
C 1.649 1.118 2.073 0.007
C 4.320 1.083 -1.211 -0.025
C -1.335 3.209 1.581 0.006
C 1.722 -1.640 -3.160 0.011
C -0.489 2.256 2.422 0.009
C -0.840 -3.364 -2.875 -0.013
C -0.390 -2.223 2.907 -0.017
C 3.983 0.796 1.142 0.005
C 4.838 0.815 0.047 0.027
C -2.240 4.064 2.164 -0.001
H 1.013 -4.529 -0.407 -0.002
H -1.449 -4.315 0.542 0.001
H 0.069 -1.283 3.222 0.000
H -1.458 -3.949 -2.194 0.001
H -3.257 -0.407 0.721 0.004
H 2.044 -2.208 -4.035 0.001
H -2.889 -4.002 1.503 0.000
H -3.490 -0.947 2.385 0.002
H -3.579 5.704 1.798 0.000
H 1.157 -0.775 -3.516 0.000
H -2.410 3.984 3.228 0.000
H 0.406 -2.947 2.724 -0.003
H -2.283 0.269 2.045 -0.013
H -1.459 -2.581 -3.313 0.001
H 2.506 1.477 -2.312 0.003
H -0.990 -2.594 3.742 -0.001
H 2.616 -1.291 -2.641 -0.003
H -2.791 -3.387 -0.146 -0.001
H -0.514 -4.028 -3.681 0.000
H 4.328 0.599 2.147 -0.001
H 5.895 0.631 0.177 0.001
H 4.952 1.118 -2.087 -0.001
H -1.452 4.125 -1.562 -0.001
H -3.021 5.789 -0.636 0.000
H 2.501 -3.597 -0.605 -0.003
H 1.997 -4.740 -1.852 0.000

24
Properties=species:S:1:pos:R:3:nbo_charge:R:1 method="wB97M-V/def2-TZVPD" total_charge=0 molar_mass_g_mol=151.21 smiles="Cc1ccccc1.CC(N)=O" gap_ev=9.23 energy_ev=-13080.1439 lumo_energy_ev=0.79 e_above_lowest_kj_mol=186.0
O 1.389 0.727 -2.034 -0.618
N -0.244 -0.139 -3.218 -0.841
C 0.509 1.419 1.039 -0.642
C -0.544 -0.319 2.506 -0.224
C 0.612 -2.331 0.947 -0.220
C -0.580 2.192 -2.130 -0.720
C 0.456 0.049 1.556 -0.001
C -0.935 -1.582 2.695 -0.219
C -0.273 -2.630 1.974 -0.216
C 0.227 0.843 -2.360 0.692
C 1.040 -0.998 0.804 -0.225
H 0.468 2.158 1.843 0.213
H 0.595 -0.740 -3.436 0.399
H 1.357 1.502 0.358 0.245
H -0.305 1.488 0.378 0.211
H -0.031 3.035 -2.550 0.243
H -0.561 -3.642 2.179 0.203
H 0.745 -3.221 0.258 0.219
H -1.575 2.274 -2.395 0.217
H -1.736 -1.913 3.364 0.214
H -0.640 2.488 -1.046 0.235
H -0.954 -0.239 -3.859 0.395
H 1.992 -0.998 0.137 0.233
H -1.011 0.577 2.990 0.204

52
Properties=species:S:1:pos:R:3:nbo_charge:R:1 method="wB97M-V/def2-TZVPD" total_charge=0 molar_mass_g_mol=497.18 smiles="COCCNCCOC.O=C1OCCO1.O=C1OCCO1.BrCCBr" gap_ev=8.97 energy_ev=-172907.7699 lumo_energy_ev=0.01 e_above_lowest_kj_mol=176.9
Br 8.527 -23.509 -10.007 -0.037
Br 9.282 -25.558 -12.730 -0.043
O 1.243 -25.052 -14.721 -0.478
O 10.742 -20.608 -15.281 -0.588
O -1.325 -21.757 -6.365 -0.536
O 8.648 -20.830 -14.603 -0.466
O 3.413 -24.893 -14.768 -0.507
O 0.819 -21.325 -10.416 -0.543
O 9.096 -21.272 -16.668 -0.474
O 2.473 -25.723 -12.896 -0.576
N -1.914 -21.331 -9.119 -0.612
C -0.093 -20.199 -10.457 -0.097
C 7.665 -21.414 -16.558 -0.103
C -1.942 -20.300 -8.052 -0.229
C 7.900 -25.963 -11.308 -0.412
C 2.335 -25.239 -14.007 0.972
C 7.434 -21.282 -15.035 -0.091
C 3.120 -24.576 -16.089 -0.089
C -2.359 -20.850 -6.610 -0.069
C 1.590 -24.360 -15.951 -0.097
C -1.509 -20.764 -10.428 -0.239
C 2.168 -20.912 -10.301 -0.246
C -1.481 -22.385 -5.098 -0.248
C 8.541 -25.497 -9.934 -0.426
C 9.560 -20.805 -15.516 0.963
H -1.571 -21.678 -4.274 0.162
H -2.711 -19.589 -8.356 0.180
H -2.416 -20.051 -5.870 0.163
H 1.050 -24.779 -16.800 0.204
H 7.623 -27.016 -11.357 0.227
H -0.628 -23.038 -4.911 0.195
H 7.326 -22.381 -16.928 0.194
H -3.395 -21.152 -6.761 0.172
H 2.899 -21.714 -10.207 0.198
H 1.331 -23.320 -15.748 0.191
H 9.589 -25.773 -9.814 0.233
H 2.496 -20.254 -11.106 0.158
H 7.045 -20.669 -17.056 0.184
H 0.090 -19.609 -11.355 0.164
H 3.675 -23.701 -16.428 0.198
H 7.019 -25.356 -11.517 0.229
H -1.551 -21.429 -11.291 0.206
H 7.921 -25.727 -9.068 0.229
H -0.989 -19.794 -7.898 0.165
H 2.191 -20.334 -9.378 0.166
H -2.209 -19.978 -10.711 0.188
H 3.244 -25.446 -16.734 0.181
H -1.124 -21.892 -8.834 0.363
H -2.435 -22.910 -5.044 0.169
H 6.708 -20.482 -14.891 0.184
H 7.113 -22.217 -14.577 0.196
H -0.083 -19.401 -9.715 0.170